# C5H5Cl2N3O2

3 unconnected molecules or ions with the total composition C5H5Cl2N3O2 (the ωB97M-V functional and the def2-TZVPD basis, OMol25).

- total charge = 0
- 2S+1 = 1
- HOMO-LUMO gap (eV) = 9.306
- E (hartree) = -1428.655732
- relative energy (zero: lowest compared OMol25 entry of this formula, charge and spin) (kJ/mol) = 0.00
- highest occupied orbital energy (eV) = -8.679

Bonds (Å) are listed after each position.
Atoms and positions in Å:
1 C -1.6758 0.0335 1.1837  C2 1.360, C3 1.427, H13 1.075
2 C -2.4977 0.4960 0.2037  C1 1.360, N8 1.336, Cl11 1.724
3 C -0.3109 -0.2747 0.9040  C1 1.427, N6 1.259, Cl12 1.770
4 C 2.1090 2.8634 0.7962  O9 1.143, O10 1.144
5 C 3.6724 -0.5679 -0.9437  N7 1.158
6 N 0.2494 -0.0623 -0.2029  C3 1.259, H14 1.015
7 N 3.9870 -1.1073 0.0320  C5 1.158, H15 0.997
8 N -2.0994 0.8074 -1.0332  C2 1.336, H16 1.005, H17 1.025
9 O 2.0280 3.7638 0.0964  C4 1.143
10 O 2.1854 1.9650 1.4999  C4 1.144
11 Cl -4.1722 0.7325 0.5368  C2 1.724
12 Cl 0.5236 -1.0387 2.2656  C3 1.770
13 H -2.0539 -0.1448 2.1741  C1 1.075
14 H 1.2187 -0.3443 -0.3113  N6 1.015
15 H 4.2959 -1.5937 0.8462  N7 0.997
16 H -2.7688 0.9599 -1.7674  N8 1.005
17 H -1.1163 0.5827 -1.2151  N8 1.025